(1)
This record from the Open Molecules 2025 dataset describes a molecular structure, C34H62Br2N2O7PSSeSiTi. The level of theory is ωB97M-V with the def2-TZVPD basis set.

Spin multiplicity = 2
Expectation value of S² = 0.753
Relative energy (zero: lowest compared OMol25 entry of this formula, charge and spin) = 2.103 eV
HOMO energy (alpha / beta) = -6.258 / -6.294 eV
Total energy = -11397.078989 a.u.
Largest force on an atom = 0.0899 Eh/bohr
Net charge = 0
HOMO-LUMO gap (alpha / beta) = 0.222 / 0.222 hartree

Geometry (Å):
1 Ti 2.626 0.410 0.219
2 C -0.709 1.475 1.850
3 C 0.514 0.914 1.261
4 O 1.359 0.192 1.929
5 O 0.780 1.070 0.026
6 H -1.066 0.921 2.807
7 H -1.599 1.536 1.184
8 H -0.374 2.474 2.185
9 Se 1.293 -2.007 -0.628
10 C 2.632 -3.246 -1.201
11 C 3.017 -4.495 -0.695
12 C 3.720 -5.359 -1.494
13 N 4.314 -4.942 -2.609
14 C 4.052 -3.731 -3.090
15 C 3.197 -2.886 -2.457
16 H 2.584 -4.808 0.196
17 H 3.888 -6.399 -1.278
18 H 4.534 -3.493 -4.084
19 H 2.946 -1.921 -2.799
20 C 4.938 2.655 2.573
21 S 3.291 2.877 1.945
22 C 3.555 4.637 1.470
23 O 3.145 2.251 0.480
24 H 5.422 3.631 2.639
25 H 5.526 1.976 1.942
26 H 4.874 2.218 3.562
27 H 2.685 4.882 0.873
28 H 4.353 4.759 0.781
29 H 3.663 5.361 2.305
30 Br 5.871 2.870 -3.620
31 C 4.265 1.984 -3.493
32 C 3.268 2.101 -4.477
33 C 2.023 1.680 -4.059
34 C 1.762 1.108 -2.801
35 N 2.773 0.876 -1.931
36 C 4.002 1.221 -2.358
37 H 3.502 2.411 -5.476
38 H 1.155 1.857 -4.654
39 H 0.790 0.799 -2.468
40 H 4.847 0.949 -1.699
41 C 8.289 -1.875 2.128
42 C 7.612 -0.647 1.610
43 C 7.445 -0.538 0.060
44 C 8.270 0.589 2.115
45 O 6.254 -0.602 2.155
46 P 5.057 -1.537 1.701
47 O 5.449 -2.667 0.853
48 O 4.075 -0.562 0.896
49 O 4.300 -1.789 3.049
50 C 4.109 -2.807 4.034
51 C 4.739 -4.113 3.465
52 C 4.859 -2.399 5.277
53 C 2.548 -2.946 4.313
54 H 9.374 -1.866 2.044
55 H 7.937 -2.685 1.550
56 H 8.010 -1.939 3.198
57 H 8.362 -0.166 -0.453
58 H 6.734 0.279 -0.231
59 H 7.137 -1.525 -0.254
60 H 9.304 0.700 1.771
61 H 8.305 0.600 3.211
62 H 7.743 1.430 1.696
63 H 5.817 -3.938 3.268
64 H 4.309 -4.459 2.541
65 H 4.538 -4.906 4.157
66 H 5.709 -1.750 5.016
67 H 5.201 -3.346 5.750
68 H 4.107 -1.848 5.901
69 H 2.214 -3.803 3.730
70 H 1.919 -2.080 3.976
71 H 2.420 -3.122 5.342
72 C -5.792 -0.027 -3.834
73 C -6.598 -0.435 -2.541
74 C -5.945 -1.669 -1.853
75 C -8.035 -0.855 -2.905
76 Si -6.750 1.237 -1.527
77 Br -4.734 2.312 -1.895
78 C -6.856 0.697 0.347
79 C -7.189 1.974 1.208
80 C -5.491 0.259 1.003
81 C -7.834 -0.442 0.649
82 C -8.055 2.503 -2.010
83 C -7.816 3.898 -1.334
84 C -9.461 1.988 -1.602
85 C -7.966 2.704 -3.577
86 H -5.932 -0.814 -4.659
87 H -4.714 -0.073 -3.645
88 H -6.016 0.853 -4.401
89 H -6.042 -2.494 -2.568
90 H -6.398 -1.843 -0.863
91 H -4.848 -1.490 -1.642
92 H -8.073 -1.926 -3.181
93 H -8.356 -0.330 -3.780
94 H -8.705 -0.717 -2.096
95 H -6.508 2.869 0.899
96 H -6.975 1.826 2.276
97 H -8.172 2.379 1.031
98 H -4.847 1.047 0.579
99 H -5.047 -0.741 0.712
100 H -5.508 0.385 2.111
101 H -8.842 -0.047 0.583
102 H -7.694 -0.920 1.624
103 H -7.793 -1.172 -0.172
104 H -6.747 4.222 -1.405
105 H -8.023 3.775 -0.264
106 H -8.455 4.684 -1.806
107 H -9.534 1.537 -0.573
108 H -9.860 1.178 -2.235
109 H -10.140 2.832 -1.698
110 H -6.904 2.684 -3.859
111 H -8.410 3.718 -3.703
112 H -8.500 1.946 -4.121

***

(2)
This record from the Open Molecules 2025 dataset describes 5 unconnected molecules or ions with the total composition C34H62ClF8NO12S. The level of theory is ωB97M-V with the def2-TZVPD basis set.

Spin multiplicity = 1
Relative energy (zero: lowest compared OMol25 entry of this formula, charge and spin) = 0.000 eV
HOMO energy = -8.384 eV
Total energy = -3947.628286 a.u.
Largest force on an atom = 0.0162 Eh/bohr
Net charge = 0
HOMO-LUMO gap = 0.324 hartree
Structure (SMILES) = COC[C@H](OCCCN)[C@H](CCOCC(F)(F)C(F)(F)C(F)(F)C(F)F)O[C@H](Cl)CCCS.CCOC(C)=O.CCOC(C)=O.CCOC(C)=O.CCOC(C)=O

Geometry (Å):
1 C -2.396 -1.685 4.571
2 O -1.375 -0.794 4.170
3 C -0.931 -1.014 2.847
4 C 0.259 -0.103 2.551
5 O 1.321 -0.372 3.445
6 C 2.391 -1.168 2.957
7 C 2.031 -2.634 2.750
8 C 1.615 -3.338 4.039
9 N 1.465 -4.794 3.872
10 C -0.126 1.394 2.693
11 C -1.217 1.851 1.697
12 C -2.638 1.780 2.280
13 O -3.545 1.517 1.200
14 C -4.887 1.355 1.573
15 C -5.422 0.008 1.098
16 F -5.896 0.107 -0.167
17 F -4.453 -0.938 1.067
18 C -6.566 -0.581 1.964
19 F -6.203 -0.482 3.251
20 F -7.662 0.150 1.787
21 C -6.921 -2.078 1.708
22 F -8.123 -2.304 2.241
23 F -6.023 -2.827 2.349
24 C -6.955 -2.546 0.241
25 F -7.288 -3.854 0.240
26 F -7.936 -1.862 -0.397
27 O 1.026 2.257 2.746
28 C 1.760 2.715 1.663
29 Cl 1.085 4.345 1.067
30 C 1.957 1.797 0.477
31 C 3.093 2.222 -0.459
32 C 3.142 1.392 -1.753
33 S 2.891 -0.398 -1.563
34 H -2.875 -1.262 5.461
35 H -3.152 -1.816 3.787
36 H -1.981 -2.673 4.823
37 H -1.747 -0.832 2.125
38 H -0.615 -2.062 2.716
39 H 0.566 -0.325 1.519
40 H 2.797 -0.754 2.023
41 H 3.177 -1.086 3.719
42 H 2.912 -3.143 2.324
43 H 1.233 -2.732 1.998
44 H 2.377 -3.139 4.806
45 H 0.681 -2.894 4.411
46 H 1.633 -5.064 2.908
47 H 0.523 -5.094 4.094
48 H -0.521 1.496 3.713
49 H -1.007 2.885 1.425
50 H -1.200 1.269 0.767
51 H -2.729 1.006 3.054
52 H -2.906 2.743 2.746
53 H -5.506 2.111 1.068
54 H -5.038 1.451 2.654
55 H -6.005 -2.414 -0.280
56 H 2.728 3.012 2.080
57 H 2.243 0.827 0.890
58 H 1.027 1.665 -0.086
59 H 4.052 2.137 0.078
60 H 2.975 3.276 -0.746
61 H 4.116 1.516 -2.235
62 H 2.382 1.780 -2.430
63 H 1.568 -0.381 -1.777
64 C 9.574 2.621 -4.720
65 C 8.744 3.696 -4.050
66 O 7.346 3.550 -4.316
67 C 6.552 2.717 -3.601
68 C 7.165 1.764 -2.605
69 O 5.371 2.740 -3.818
70 H 9.336 1.631 -4.331
71 H 10.635 2.809 -4.554
72 H 9.387 2.619 -5.794
73 H 8.927 3.740 -2.975
74 H 8.990 4.676 -4.458
75 H 7.315 0.799 -3.089
76 H 6.459 1.612 -1.793
77 H 8.112 2.088 -2.186
78 C -10.144 -4.864 -1.262
79 C -9.977 -3.777 -2.304
80 O -9.958 -4.298 -3.639
81 C -11.083 -4.548 -4.343
82 C -12.429 -4.460 -3.661
83 O -10.976 -4.880 -5.492
84 H -11.098 -5.382 -1.362
85 H -10.086 -4.433 -0.262
86 H -9.350 -5.603 -1.365
87 H -10.732 -2.996 -2.209
88 H -9.009 -3.295 -2.191
89 H -12.689 -5.457 -3.302
90 H -13.161 -4.167 -4.409
91 H -12.472 -3.771 -2.823
92 C -3.521 4.428 -1.641
93 C -2.392 4.096 -0.688
94 O -1.607 2.991 -1.149
95 C -0.588 3.138 -2.014
96 C -0.353 4.463 -2.695
97 O 0.106 2.180 -2.240
98 H -3.149 4.760 -2.610
99 H -4.139 5.223 -1.223
100 H -4.146 3.549 -1.799
101 H -1.754 4.957 -0.486
102 H -2.788 3.752 0.266
103 H -0.864 4.443 -3.658
104 H 0.714 4.555 -2.880
105 H -0.698 5.328 -2.136
106 C 11.149 -1.096 -0.912
107 C 10.326 0.034 -0.330
108 O 8.936 -0.083 -0.653
109 C 8.070 -0.835 0.068
110 C 8.597 -1.774 1.125
111 O 6.902 -0.750 -0.193
112 H 10.865 -2.060 -0.491
113 H 12.207 -0.933 -0.705
114 H 11.011 -1.142 -1.992
115 H 10.461 0.125 0.749
116 H 10.622 0.985 -0.772
117 H 8.727 -2.756 0.667
118 H 7.840 -1.860 1.900
119 H 9.540 -1.473 1.571

***

(3)
This record from the Open Molecules 2025 dataset describes 9 unconnected molecules or ions with the total composition C34H62O10. The level of theory is ωB97M-V with the def2-TZVPD basis set.

Spin multiplicity = 1
HOMO energy = -7.843 eV
Total energy = -2084.699284 a.u.
Largest force on an atom = 0.0864 Eh/bohr
Net charge = 0
HOMO-LUMO gap = 0.314 hartree
Structure (SMILES) = COCCOCc1ccccc1.CC(C)=O.CC(C)=O.CC(C)=O.CC(C)=O.CC(C)=O.CC(C)=O.CC(C)=O.CC(C)=O

Geometry (Å):
1 C -3.956 3.133 2.193
2 O -5.027 2.158 1.928
3 C -4.473 0.871 1.482
4 C -3.949 0.891 -0.105
5 O -3.569 -0.495 -0.416
6 C -2.113 -0.666 -0.540
7 C -1.276 -0.554 0.865
8 C -0.848 -1.836 1.812
9 C 0.039 -1.634 3.187
10 C 0.534 -0.111 3.636
11 C 0.092 1.182 2.727
12 C -0.798 0.952 1.355
13 H -2.911 2.651 2.406
14 H -3.815 3.816 1.231
15 H -4.258 3.845 3.072
16 H -3.649 0.433 2.195
17 H -5.374 0.089 1.483
18 H -3.120 1.693 -0.304
19 H -4.899 1.206 -0.750
20 H -1.617 0.113 -1.293
21 H -1.943 -1.779 -0.937
22 H -1.175 -2.932 1.509
23 H 0.368 -2.552 3.848
24 H 1.203 0.046 4.602
25 H 0.432 2.279 3.007
26 H -1.095 1.879 0.684
27 C -5.308 -3.568 0.680
28 C -4.167 -4.530 0.884
29 C -4.185 -5.372 2.131
30 O -3.256 -4.623 0.063
31 H -5.162 -3.028 -0.262
32 H -6.251 -4.117 0.625
33 H -5.335 -2.845 1.498
34 H -5.079 -6.001 2.142
35 H -4.163 -4.729 3.015
36 H -3.302 -6.019 2.146
37 C 3.237 -2.342 1.493
38 C 3.857 -1.726 2.719
39 C 5.210 -2.232 3.142
40 O 3.279 -0.843 3.352
41 H 2.262 -1.880 1.308
42 H 3.878 -2.167 0.626
43 H 3.092 -3.414 1.649
44 H 5.939 -2.052 2.348
45 H 5.153 -3.299 3.371
46 H 5.533 -1.697 4.042
47 C -2.175 3.177 -3.578
48 C -0.861 3.068 -2.853
49 C 0.384 2.930 -3.689
50 O -0.805 3.091 -1.625
51 H -2.986 3.271 -2.848
52 H -2.175 4.063 -4.217
53 H -2.345 2.277 -4.175
54 H 0.498 3.806 -4.333
55 H 0.327 2.020 -4.291
56 H 1.257 2.862 -3.032
57 C -8.064 0.050 -1.537
58 C -8.561 1.168 -2.414
59 C -9.176 2.362 -1.735
60 O -8.468 1.108 -3.639
61 H -7.646 -0.744 -2.164
62 H -7.280 0.421 -0.871
63 H -8.893 -0.362 -0.956
64 H -8.442 2.836 -1.078
65 H -10.055 2.053 -1.163
66 H -9.490 3.089 -2.492
67 C 6.351 0.464 6.810
68 C 7.310 -0.692 6.908
69 C 8.489 -0.539 7.832
70 O 7.138 -1.722 6.258
71 H 5.550 0.212 6.107
72 H 5.907 0.663 7.789
73 H 6.873 1.351 6.442
74 H 8.140 -0.385 8.856
75 H 9.107 0.303 7.510
76 H 9.095 -1.450 7.801
77 C 8.857 -2.467 1.677
78 C 8.485 -3.831 2.197
79 C 9.507 -4.557 3.030
80 O 7.390 -4.331 1.949
81 H 8.024 -2.063 1.093
82 H 9.057 -1.793 2.514
83 H 9.734 -2.543 1.030
84 H 9.736 -3.976 3.927
85 H 10.413 -4.726 2.444
86 H 9.101 -5.528 3.336
87 C -2.403 -1.835 -6.685
88 C -2.285 -1.066 -5.396
89 C -3.216 -1.443 -4.275
90 O -1.460 -0.163 -5.265
91 H -1.670 -1.455 -7.403
92 H -2.200 -2.894 -6.505
93 H -3.404 -1.705 -7.104
94 H -3.049 -2.484 -3.988
95 H -4.253 -1.296 -4.587
96 H -3.017 -0.804 -3.408
97 C 1.948 6.679 -5.199
98 C 1.684 5.670 -6.284
99 C 2.128 6.019 -7.680
100 O 1.127 4.601 -6.040
101 H 1.574 6.292 -4.245
102 H 3.023 6.855 -5.108
103 H 1.428 7.613 -5.426
104 H 3.211 6.165 -7.699
105 H 1.616 6.924 -8.017
106 H 1.873 5.198 -8.358

***

(4)
This record from the Open Molecules 2025 dataset describes 10 unconnected molecules or ions with the total composition C34H63N3O21. The level of theory is ωB97M-V with the def2-TZVPD basis set.

Spin multiplicity = 1
Relative energy (zero: lowest compared OMol25 entry of this formula, charge and spin) = 9.348 eV
HOMO energy = -9.754 eV
Total energy = -3077.196986 a.u.
Largest force on an atom = 0.2299 Eh/bohr
Net charge = 0
HOMO-LUMO gap = 0.377 hartree
Structure (SMILES) = C[C@H]1COC(=O)O1.COC(=O)OC.COC(=O)OC.COC(=O)OC.COC(=O)OC.COC(=O)OC.COC(=O)OC.CCCC#N.CCCC#N.CCCC#N

Geometry (Å):
1 C -14.109 11.073 4.770
2 C -14.612 9.991 5.676
3 C -14.236 8.579 5.387
4 O -13.719 8.080 6.586
5 C -13.572 9.018 7.425
6 O -13.124 8.898 8.553
7 O -13.943 10.095 6.933
8 H -13.071 10.900 4.579
9 H -14.212 12.101 5.131
10 H -14.651 10.939 3.815
11 H -15.657 10.259 5.817
12 H -13.572 8.559 4.530
13 H -15.103 7.964 5.077
14 C -14.709 16.782 2.835
15 O -14.885 15.747 3.803
16 C -15.945 14.946 3.785
17 O -16.809 14.884 2.708
18 O -16.044 14.202 4.867
19 C -17.009 13.203 4.889
20 H -15.099 16.376 1.928
21 H -13.607 16.903 2.825
22 H -15.336 17.564 3.070
23 H -17.981 13.446 4.505
24 H -17.193 12.898 5.912
25 H -16.651 12.302 4.355
26 C -9.441 20.224 2.945
27 O -9.463 19.284 3.986
28 C -10.578 18.628 4.202
29 O -11.612 18.826 3.243
30 O -10.677 17.662 5.077
31 C -11.865 17.082 5.479
32 H -8.428 20.683 2.964
33 H -10.178 21.076 2.958
34 H -9.617 19.904 1.870
35 H -11.748 16.341 6.346
36 H -12.455 16.545 4.656
37 H -12.651 17.699 6.010
38 C -18.545 9.765 4.554
39 O -17.249 9.825 4.076
40 C -16.847 8.835 3.318
41 O -17.596 7.625 3.101
42 O -15.626 9.177 2.805
43 C -15.301 8.496 1.642
44 H -18.664 9.027 5.348
45 H -19.267 9.655 3.759
46 H -18.682 10.810 4.861
47 H -16.113 8.409 0.918
48 H -14.955 7.553 1.820
49 H -14.564 9.013 1.054
50 C -13.379 13.482 2.579
51 O -12.257 14.096 1.965
52 C -11.173 14.188 2.655
53 O -11.041 13.772 3.995
54 O -10.237 14.937 2.119
55 C -9.014 15.311 2.612
56 H -13.593 13.594 3.607
57 H -13.388 12.441 2.452
58 H -14.202 13.761 1.922
59 H -8.444 14.485 3.041
60 H -9.007 16.058 3.320
61 H -8.554 15.664 1.719
62 C -10.421 16.983 9.673
63 O -11.792 16.924 9.243
64 C -12.328 15.764 8.764
65 O -11.518 14.688 8.390
66 O -13.566 15.889 8.367
67 C -14.464 14.975 7.651
68 H -10.156 16.426 10.553
69 H -10.218 17.975 10.010
70 H -9.712 16.719 8.892
71 H -15.464 15.189 7.827
72 H -14.321 13.899 7.797
73 H -14.449 15.252 6.606
74 C -12.929 16.594 -4.242
75 O -12.010 16.417 -3.091
76 C -12.316 16.749 -1.936
77 O -13.577 17.227 -1.532
78 O -11.432 16.616 -1.014
79 C -11.530 17.246 0.258
80 H -13.697 15.846 -4.305
81 H -12.267 16.694 -5.094
82 H -13.526 17.516 -4.111
83 H -11.549 18.342 0.191
84 H -10.516 17.074 0.768
85 H -12.242 16.889 0.976
86 C -13.914 13.502 -1.487
87 C -14.923 14.307 -0.742
88 C -15.880 15.008 -1.736
89 C -17.039 14.187 -2.266
90 N -17.908 13.524 -2.660
91 H -14.271 12.925 -2.144
92 H -13.571 12.792 -0.722
93 H -13.105 14.057 -1.952
94 H -14.459 15.129 -0.219
95 H -15.546 13.851 0.015
96 H -15.315 15.443 -2.616
97 H -16.292 15.847 -1.124
98 C -17.104 7.591 7.478
99 C -18.061 8.475 8.475
100 C -17.569 9.617 9.445
101 C -17.401 10.884 8.848
102 N -17.278 11.930 8.356
103 H -16.241 7.360 8.144
104 H -16.723 8.206 6.733
105 H -17.755 6.738 7.140
106 H -18.679 7.813 9.111
107 H -18.923 8.784 7.899
108 H -16.561 9.356 9.825
109 H -18.317 9.685 10.273
110 C -18.969 9.832 0.589
111 C -18.987 11.394 1.100
112 C -17.925 12.286 0.481
113 C -16.612 11.873 0.970
114 N -15.629 11.452 1.381
115 H -19.480 9.178 1.278
116 H -18.016 9.397 0.602
117 H -19.328 9.765 -0.403
118 H -19.052 11.433 2.167
119 H -19.890 11.745 0.769
120 H -18.088 13.312 0.762
121 H -18.056 12.150 -0.582

***

Number 4 is which compound?
C34H63N3O21

***

Which formula does entry 3 have?
C34H62O10

***

The highest total energy belongs to which entry?
C34H62O10